A molecular structure, C18H30N6OPd in a non-equilibrium geometry. Source: the Open Molecules 2025 dataset; level of theory: ωB97M-V/def2-TZVPD.

Each line ends with the Mulliken charge.
Positions of all 56 atoms, in Å:
1 Pd 0.2665 -0.2835 0.4996  -0.3468
2 C -0.1007 3.9637 1.0918  -1.7258
3 C -0.2531 2.5281 0.7318  0.8208
4 N 0.6482 1.6384 1.0076  0.7017
5 C 1.8825 1.8739 1.7707  -0.6082
6 C 2.8793 0.8680 1.2424  -0.8288
7 N 2.2619 -0.5073 1.1880  -0.0092
8 C 2.3611 -1.2803 2.4606  -0.7786
9 C 1.1424 -0.9808 3.3029  -0.4530
10 N -0.0269 -1.2090 2.4006  -0.0533
11 C -0.2075 -2.7208 2.2640  -0.4769
12 C -0.8889 -3.1202 0.9517  -0.7033
13 N -1.2912 -1.8482 0.3961  0.4652
14 C -2.4101 -1.5421 -0.1402  0.1672
15 C -3.5448 -2.4580 -0.4222  -1.7570
16 C -2.5307 -0.0782 -0.3619  0.9835
17 C -3.6339 0.5787 -0.8845  -0.6647
18 C -3.6348 1.9689 -0.9212  -0.9332
19 C -2.5431 2.6713 -0.4059  -0.8244
20 C -1.4675 1.9659 0.0969  0.6378
21 N -1.4794 0.6111 0.1053  0.6843
22 H -0.1275 4.0746 2.1815  0.4240
23 H -0.8962 4.5728 0.6730  0.4694
24 H 0.8576 4.3547 0.7428  0.4438
25 H 1.6624 1.7699 2.8324  0.1940
26 H 2.2586 2.8874 1.6245  0.6026
27 H 3.7923 0.8373 1.8388  0.4612
28 H 3.1658 1.1234 0.2223  0.3894
29 H 2.7851 -1.0056 0.4666  0.3510
30 H 3.2895 -1.0369 2.9801  0.4681
31 H 2.4218 -2.3315 2.1945  0.4557
32 H 1.0956 0.0235 3.7124  0.2092
33 H 1.0912 -1.6680 4.1521  0.4718
34 H -0.8757 -0.7694 2.7534  0.3078
35 H -0.7573 -3.0369 3.1531  0.4906
36 H 0.7727 -3.1765 2.3187  0.3334
37 H -1.7396 -3.7793 1.1200  0.4330
38 H -0.2061 -3.6306 0.2717  0.2897
39 H -3.3327 -3.4958 -0.1878  0.4039
40 H -3.7768 -2.3891 -1.4909  0.4546
41 H -4.4352 -2.1384 0.1270  0.4461
42 H -4.4810 0.0145 -1.2547  0.5628
43 H -4.4829 2.5055 -1.3305  0.5029
44 H -2.5447 3.7536 -0.3996  0.4291
45 C 1.2949 -1.3507 -4.0409  -0.8455
46 N 1.3665 0.0456 -3.5635  0.1300
47 C 1.8263 1.0361 -4.5701  -0.7753
48 C 1.0647 0.4038 -2.3705  0.2412
49 O 0.6620 -0.4492 -1.4658  -0.9021
50 H 2.3071 -1.6958 -4.2443  0.3687
51 H 0.7215 -1.3568 -4.9651  0.3600
52 H 0.8224 -1.9784 -3.2952  0.2513
53 H 1.0902 1.0817 -5.3690  0.3589
54 H 2.7801 0.6947 -4.9655  0.3343
55 H 1.9440 2.0100 -4.1038  0.2832
56 H 1.1544 1.4602 -2.1217  0.3036

- net charge = +4
- HOMO level (alpha / beta) (eV) = -22.17 / -22.17
- relative energy (zero: lowest compared OMol25 entry of this formula, charge and spin) (eV) = 0.000
- Kohn-Sham gap (alpha / beta) (Eh) = 0.245 / 0.245